DFT (the ωB97M-V functional and the def2-TZVPD basis) results for C4H5IN4 in the gas phase in a non-equilibrium geometry.

The geometry in XYZ format:
```
14
Properties=species:S:1:pos:R:3:forces:R:3
C 0.6534 -0.8408 0.0638 -0.5756 -1.0154 -0.1798
C 1.7260 -0.1639 0.2716 0.5043 2.9991 -0.3535
C -0.2375 3.8734 -0.0632 -3.3720 -1.8470 0.2398
C 0.4188 -2.2809 0.0041 -0.8212 -0.6343 -2.8787
N -0.6163 -0.2991 -0.0612 -1.6919 1.9846 0.0829
N -0.7062 0.9621 -0.0246 -1.3352 -0.3539 0.0039
N 0.5453 2.9002 0.1278 1.4608 2.0989 0.1973
N 0.3455 1.6419 -0.0592 3.1450 -2.7365 -0.0761
I 3.7526 -0.2295 -0.0400 -1.0628 0.1567 0.1815
H -0.0113 4.8974 0.0764 0.9921 0.6337 0.2127
H -1.3499 3.6652 -0.1908 1.2348 0.2252 -0.3791
H 1.0611 -2.8492 0.5845 1.4264 -1.3513 0.6084
H -0.5849 -2.3995 0.3198 -0.8924 -0.3205 0.8407
H 0.2749 -2.5854 -1.0980 0.9878 0.1605 1.5000
```
Positions in Å, forces in eV/Å.

Properties
HOMO energy (alpha / beta)   -8.6 / -8.6 eV
Energy   -18282.9981 eV
ΔE to the lowest compared entry with this formula, charge and spin   512.4 kJ/mol


DFT (the ωB97M-V functional and the def2-TZVPD basis) results for a molecular structure, C2H6N2S2 in a non-equilibrium geometry.

The geometry in XYZ format:
```
12
Properties=species:S:1:pos:R:3:forces:R:3
C 1.7785 -0.6753 -0.2125 -0.2772 -0.1638 0.6881
C -1.7534 -0.0426 0.3736 -0.8228 0.0737 -0.2086
H 3.0087 0.7865 0.4824 -0.0366 -0.0708 0.0497
H 3.4428 0.1712 -1.0759 -0.1173 -0.0109 0.0055
H 1.6870 -1.3112 -1.0974 -0.0410 -0.0493 0.0762
H -3.5122 0.3842 -0.5503 0.1075 0.0621 0.0967
H -2.8418 1.7009 0.3709 0.0393 -0.1501 -0.0230
H -1.0231 0.4589 1.0187 -0.4860 0.0232 -0.1789
N 2.8250 0.1561 -0.2807 0.1971 0.2400 -0.2261
N -2.7811 0.7491 0.0445 -0.1541 -0.0695 -0.1091
S 0.7161 -0.7817 1.0305 3.9580 0.2604 0.8415
S -1.5466 -1.5962 -0.1039 -2.3668 -0.1450 -1.0121
```
Positions in Å, forces in eV/Å.

Properties
HOMO energy   -6.3 eV
Energy   -26820.3300 eV
ΔE to the lowest compared entry with this formula, charge and spin   143.2 kJ/mol


DFT (the ωB97M-V functional and the def2-TZVPD basis) results for C3H2O4 in the gas phase in a non-equilibrium geometry.

The geometry in XYZ format:
```
9
Properties=species:S:1:pos:R:3:forces:R:3
C 1.1498 -0.0304 -0.1103 1.7639 -1.3864 -0.9292
C -0.1042 1.0118 -0.1016 1.4411 0.3817 1.6198
C -1.5428 0.2077 -0.0527 -0.0374 -1.6759 -0.7237
H 1.3379 -1.9855 0.2228 -2.6142 3.5309 2.1494
H -2.5909 0.5164 0.6814 3.1586 -0.6457 -2.2065
O 0.6834 -1.1415 0.6367 4.4788 -1.8746 -3.2638
O 2.2912 0.0816 -0.6216 -5.0646 -0.2958 2.1051
O 0.2087 2.1585 0.0757 -1.4624 -1.0200 -0.5720
O -1.4331 -0.8187 -0.7304 -1.6638 2.9858 1.8210
```
Positions in Å, forces in eV/Å.

Properties
HOMO energy   -10.2 eV
SMILES   O=CC(=O)C(=O)O
Energy   -11330.0905 eV
ΔE to the lowest compared entry with this formula, charge and spin   293.2 kJ/mol


DFT (the ωB97M-V functional and the def2-TZVPD basis) results for a molecular structure, C45H34F4MoN10O7 in a non-equilibrium geometry.

The geometry in XYZ format:
```
101
Properties=species:S:1:pos:R:3:forces:R:3
Mo 0.0598 -0.5664 -0.7938 0.9204 -0.5564 0.7693
O -2.2343 -0.7938 3.4180 0.3675 0.0992 0.0279
C -1.5357 -1.0860 2.3262 -0.4318 -0.1370 -0.0246
O -0.3385 -1.0519 2.2326 0.0850 -0.1207 0.0161
C -2.4196 -1.5595 1.2018 -0.1243 0.0564 0.2647
C -3.6885 -2.0676 1.4523 0.2575 0.0771 -0.0610
C -4.4028 -2.6522 0.4150 0.1792 0.0688 -0.1567
C -3.8226 -2.6988 -0.8425 0.1379 0.1775 0.1203
C -2.5699 -2.1249 -1.0140 -0.5468 -0.1673 -0.2813
N -1.8760 -1.5632 -0.0239 0.2142 0.1986 -0.0537
C -1.8988 -2.0973 -2.3687 -0.1901 -0.2344 -0.3923
O -2.4474 -2.3685 -3.4077 0.1106 0.1498 0.7102
O -0.6437 -1.7461 -2.2228 0.1531 0.1580 -0.2447
H -1.6072 -0.5432 4.1226 -0.1799 -0.0326 -0.1011
H -4.0856 -2.0227 2.4545 0.0064 -0.0020 0.0359
H -5.3834 -3.0668 0.5889 -0.0910 -0.0528 0.0262
H -4.3055 -3.1521 -1.6962 -0.0105 -0.0100 -0.0342
O 2.3280 1.4707 1.7772 -0.3493 0.1326 0.1677
C 1.1606 1.3409 1.5335 0.5357 -0.5532 -0.5096
O 0.7692 0.6007 0.4770 -0.1689 0.0514 -0.3165
C 0.0125 1.9131 2.2738 0.1489 0.2982 0.4546
C 0.2841 2.3882 3.5759 -0.4318 0.0899 -0.1113
C -0.7584 2.9274 4.2742 -0.0909 -0.0681 -0.1392
C -2.0291 3.0263 3.6576 0.1089 0.0943 0.2579
C -3.1469 3.6107 4.3055 0.0060 -0.0604 -0.1608
C -4.3347 3.7279 3.6476 -0.0017 -0.0017 0.0165
C -4.4627 3.2747 2.3132 0.0345 0.0081 0.0381
C -3.4100 2.6943 1.6728 -0.0391 -0.0067 0.0571
C -2.1694 2.5453 2.3378 -0.1220 -0.0274 -0.1633
N -1.1473 1.9538 1.6668 0.1448 0.0546 0.1136
H 1.2796 2.3217 3.9792 0.1435 -0.0269 0.0100
H -0.6213 3.2941 5.2809 -0.0112 0.0532 0.0946
H -3.0365 3.9721 5.3160 0.0153 0.0445 0.1207
H -5.1837 4.1816 4.1385 -0.0243 0.0177 0.0135
H -5.4038 3.4053 1.8010 -0.0964 0.0059 -0.0361
H -3.4827 2.3605 0.6478 0.0047 -0.0513 -0.0097
C 1.9688 -1.2989 -3.1246 -0.0708 -0.2066 -0.0796
N 3.0785 -1.0187 -3.9865 -0.1002 -0.1097 0.0997
C 4.2752 -0.7773 -3.1893 0.2268 -0.1631 0.0207
N 4.0864 0.3635 -2.2993 -0.0693 -0.0485 0.1651
C 2.9953 0.1136 -1.4088 0.0772 0.0099 0.3442
N 1.6900 -0.1393 -2.1684 -0.0997 -0.1583 0.0719
C 1.4663 1.0858 -3.0369 -0.2683 0.1138 -0.0440
N 2.5813 1.3329 -3.8986 -0.1011 0.0901 -0.0109
C 2.7923 0.1788 -4.7690 -0.0202 0.0324 -0.3106
C 3.7865 1.5442 -3.1032 0.1327 0.2238 0.0004
H 2.1679 -2.1769 -2.5052 -0.0080 0.0399 -0.0738
H 1.0604 -1.4630 -3.7062 0.1359 0.0075 0.0567
H 5.1135 -0.5740 -3.8558 -0.0099 -0.0290 0.0337
H 4.5024 -1.6657 -2.5972 0.0155 -0.0076 0.0027
H 2.8282 0.9721 -0.7519 0.0776 -0.1573 -0.0890
H 3.1930 -0.7773 -0.8039 0.0263 0.1633 -0.0966
H 1.2973 1.9325 -2.3646 0.0339 -0.0299 -0.1035
H 0.5703 0.8949 -3.6351 0.1136 0.0615 0.0294
H 3.6389 0.3827 -5.4247 -0.0639 -0.0007 -0.0198
H 1.9030 0.0111 -5.3793 0.0170 0.0201 -0.0002
H 3.6484 2.4039 -2.4462 0.0043 0.0170 -0.0118
H 4.6235 1.7408 -3.7722 -0.0147 0.0355 0.0193
F -4.0300 0.6679 -1.0297 0.0129 -0.0040 -0.0003
C -4.7683 0.8096 -2.1335 -0.6791 -0.3270 0.0382
C -6.0443 0.3615 -2.1346 0.5812 0.0362 0.3300
F -6.5123 -0.1862 -1.0203 0.0454 0.0932 -0.3003
C -6.8825 0.4741 -3.3017 -0.6803 -0.2872 -0.0389
C -6.3068 1.1833 -4.4150 0.6630 0.4016 -0.1514
C -5.0234 1.6423 -4.3979 -0.8788 -0.1085 -0.1036
F -4.5537 2.2470 -5.4716 0.0751 -0.0211 0.0740
C -4.1735 1.4439 -3.2668 -0.2148 -0.2433 0.1289
C -2.8522 1.7864 -3.2762 0.7949 0.3638 0.0855
C -1.9093 1.3373 -2.3118 -1.5609 0.5682 -1.0011
N -1.1089 0.8742 -1.6493 0.4713 -0.0497 0.5986
C -2.2268 2.5146 -4.3254 -0.0140 -0.2725 0.1566
N -1.6125 3.0492 -5.1288 0.3802 0.3902 -0.4432
F -7.0124 1.3681 -5.5096 -0.0006 -0.0888 0.1806
C -8.1352 -0.1079 -3.3666 0.8230 0.3284 0.0434
C -8.9921 0.0266 -4.4850 -0.0046 -0.0515 0.0330
N -9.7241 0.0917 -5.3636 -0.3480 0.0362 -0.3695
C -8.6191 -0.9596 -2.3394 -0.0192 0.1201 -0.0237
N -8.9932 -1.6836 -1.5353 -0.2149 -0.3344 0.3414
C 5.3859 -7.0888 0.5465 -0.0090 -0.0547 -0.0108
C 4.4447 -5.9315 0.5992 0.1195 -0.0638 0.0183
C 3.4022 -5.8249 -0.3141 -0.1603 0.0948 -0.0125
C 2.5161 -4.7671 -0.2945 0.0442 0.0761 0.0651
C 1.3866 -4.7885 -1.2840 -0.1336 0.0239 -0.0760
C 2.7076 -3.7490 0.6846 0.0224 0.2424 0.1766
C 1.9762 -2.5323 0.7222 0.4609 -0.0309 0.7440
O 1.1455 -2.1506 -0.1254 -0.3872 -0.1930 -0.8685
C 3.7395 -3.8796 1.6709 0.0436 -0.2186 -0.1261
C 3.9447 -2.8871 2.7806 0.0487 0.0403 0.0405
C 4.5848 -4.9661 1.5959 -0.1781 0.2053 -0.0197
H 5.3962 -7.5580 -0.4348 0.0033 0.0014 -0.0051
H 5.0736 -7.8404 1.2734 -0.0028 -0.0553 0.0345
H 6.3961 -6.7848 0.8111 0.0491 0.0068 0.0015
H 3.2738 -6.6034 -1.0535 -0.0213 -0.0497 -0.0728
H 0.9086 -5.7678 -1.2444 -0.0006 -0.0057 -0.0411
H 1.7696 -4.6703 -2.3005 -0.0013 0.0213 -0.0038
H 0.6357 -4.0228 -1.1131 0.0669 -0.1401 -0.0152
H 2.1689 -1.8313 1.5433 0.0609 -0.1748 -0.0273
H 3.0626 -2.8071 3.4153 -0.0438 0.0147 0.0292
H 4.1856 -1.8912 2.4106 0.0195 0.0585 -0.0165
H 4.7732 -3.2086 3.4063 -0.0054 0.0106 0.0202
H 5.3769 -5.0744 2.3222 0.0736 0.0098 0.0647
```
Positions in Å, forces in eV/Å.

Properties
Charge   +2
HOMO energy (alpha / beta)   -13.4 / -13.4 eV
Multiplicity   3
Energy   -89161.1935 eV
ΔE to the lowest compared entry with this formula, charge and spin   0.0 kJ/mol
⟨S²⟩   2.255


DFT (the ωB97M-V functional and the def2-TZVPD basis) results for a molecular structure, C20H27ClMnNO2P in a non-equilibrium geometry.

The geometry in XYZ format:
```
53
Properties=species:S:1:pos:R:3:forces:R:3
C 3.0000 -2.2066 -3.0484 -0.0100 -0.1345 -0.0574
C 2.8350 -0.8186 -3.0949 -0.3240 0.2041 0.5178
C 1.9869 -0.1850 -2.1613 0.9105 -0.6109 -0.7628
C 1.3246 -0.9707 -1.2287 -1.4312 0.1150 1.2886
C 1.4860 -2.3485 -1.1661 0.8340 -0.3632 -0.7920
C 2.3559 -2.9783 -2.0755 -0.4317 0.0398 0.1484
C 1.8571 1.3167 -2.1472 -0.0662 0.1587 0.1762
C 0.4485 1.8970 -2.3816 -0.3021 0.0644 -0.0626
N -0.6923 1.0912 -1.8478 -0.2588 0.0111 -0.0709
Mn -0.0461 0.0108 0.1288 1.6611 1.6681 -0.9918
C 0.7124 -3.1668 -0.1401 -0.0630 0.0263 -0.0601
P -0.9199 -2.3495 0.1573 0.7855 1.6525 1.3991
H 3.3670 -0.1958 -3.8229 -0.1449 -0.4090 0.1214
H 2.4633 -4.0684 -2.0219 0.1747 0.3979 -0.2457
H 3.6163 -2.6994 -3.8002 -0.0312 0.1104 0.2381
H 1.2358 -3.2394 0.8329 -0.2933 0.0433 -0.4313
H 0.4815 -4.1765 -0.5180 0.1746 0.1683 0.1059
H 2.1791 1.7107 -1.1656 0.0275 -0.3210 -0.4635
H 2.5108 1.7299 -2.9250 -0.0701 0.0636 0.2153
H 0.4254 2.8689 -1.8740 -0.0543 -0.1854 -0.1792
C -1.7956 -3.1463 1.5116 0.0108 -0.2969 0.1570
C -1.7769 -2.8943 -1.3416 -0.4177 -0.4111 -0.4692
H 0.2639 2.0653 -3.4597 0.0605 -0.0218 0.2888
C -1.1779 0.1488 -2.8813 0.0340 0.0815 0.0706
C -1.8030 1.9764 -1.4311 0.3342 -0.1475 0.0190
H -0.0266 -1.2661 1.2225 0.8691 -1.5624 1.2110
H -1.5452 0.7031 -3.7637 0.1014 -0.1105 0.1768
H -0.3845 -0.5422 -3.1926 -0.1124 0.3374 0.1172
H -2.0047 -0.4573 -2.4924 0.1002 0.2517 0.0287
H -2.2897 2.4346 -2.3123 0.0730 0.0455 0.3903
H -2.5345 1.3840 -0.8638 -0.0233 0.1307 -0.2847
H -1.3958 2.7361 -0.7484 -0.2168 -0.0987 -0.3267
H -1.8329 -3.9876 -1.2386 -0.0744 0.1596 -0.1927
H -2.7925 -2.5006 -1.4736 0.2624 -0.0185 0.2278
H -1.1913 -2.6681 -2.2385 -0.0138 -0.0138 0.2419
H -1.9049 -4.2072 1.2419 -0.0715 0.2638 0.4050
H -1.1978 -3.0080 2.4240 -0.3416 -0.2544 -0.2664
H -2.7799 -2.6595 1.6237 0.4168 -0.4089 -0.0264
H -1.5398 -1.0542 0.5246 -1.5581 -0.3685 -1.8095
Cl -1.3971 2.3724 7.1563 -0.1241 -0.0269 0.2721
C -0.7686 2.4555 5.5593 0.5763 0.1325 -1.6054
C -0.2543 3.6601 5.0566 -0.0128 -0.2527 -0.0604
C 0.2582 3.7225 3.7503 -0.2032 -0.3183 0.5132
C 0.2890 2.5841 2.9166 -0.4831 0.0917 1.0511
C -0.2309 1.3786 3.4320 -0.1449 0.5302 0.6785
C -0.7662 1.3233 4.7328 -0.0109 0.1141 0.1057
C 0.8481 2.7140 1.5243 0.4872 0.7283 -0.4966
O 1.2743 3.8061 1.1354 -0.4729 -1.0001 0.3508
O 0.8651 1.6334 0.8127 -0.4848 -0.1104 -0.0046
H -0.2591 4.5417 5.7040 0.0377 -0.2744 -0.3218
H 0.6488 4.6818 3.4066 -0.0778 -0.4444 -0.1545
H -0.2271 0.4481 2.8669 0.1141 0.2817 -0.0909
H -1.1979 0.4000 5.1357 0.2790 0.2920 -0.2892
```
Positions in Å, forces in eV/Å.

Properties
HOMO energy (alpha / beta)   -6.8 / -8.6 eV
Multiplicity   6
Energy   -79891.9097 eV
ΔE to the lowest compared entry with this formula, charge and spin   0.0 kJ/mol
⟨S²⟩   8.763


DFT (the ωB97M-V functional and the def2-TZVPD basis) results for C5H7NO in the gas phase.

The geometry in XYZ format:
```
14
Properties=species:S:1:pos:R:3:forces:R:3
O 0.8557 -0.4032 1.4467 -0.1071 0.0394 0.2056
C 0.4228 -0.1194 0.1512 -0.7854 -0.0949 -0.0989
C -0.9363 -1.1986 -0.1474 0.8507 0.1305 -0.1291
C -1.9329 -0.2642 0.2828 -0.2981 0.5204 0.1695
N -1.8738 0.9225 0.4763 0.2423 -0.3233 -0.1115
C 1.4713 -0.0450 -0.7695 0.7378 -0.3602 -0.5139
C -0.1783 1.2498 0.0062 -0.6298 0.1262 0.2208
H 0.1166 -0.2235 2.0446 0.1563 -0.0302 -0.0218
H -1.0342 -1.4673 -1.2032 -0.0053 0.0696 0.1646
H -0.7696 -2.0838 0.4679 -0.0845 0.1477 -0.0706
H 2.4914 -0.2657 -0.4728 -0.1152 0.0226 -0.0459
H 1.2570 0.1327 -1.8164 0.0242 -0.0129 0.1596
H -0.3414 1.6132 -1.0067 0.0833 -0.1080 0.1738
H 0.2329 2.0014 0.6800 -0.0695 -0.1269 -0.1021
```
Positions in Å, forces in eV/Å.

Properties
HOMO energy (alpha / beta)   -8.2 / -8.0 eV
Energy   -8831.2117 eV
ΔE to the lowest compared entry with this formula, charge and spin   481.6 kJ/mol